Formula: C6H10N
Source: the OMol25 dataset
Level of theory: the ωB97M-V functional and the def2-TZVPD basis

Each atom is followed by the atoms it is bonded to, with distances in Å.
Atoms and positions in Å:
1 C -0.57 -0.90 -0.51  C2 1.306, C4 1.436, H8 1.052
2 C -1.72 -0.36 -0.19  C1 1.306, C5 1.308
3 C 0.86 1.00 -0.89  C4 1.406, N7 1.503, H9 1.078, H10 1.109
4 C 0.65 -0.22 -0.23  C1 1.436, C3 1.406, C6 1.516, N7 1.577
5 C -2.87 -0.01 0.32  C2 1.308, H11 1.064, H12 1.059
6 C 1.76 -1.08 0.36  C4 1.516, H14 1.125, H15 1.157, H16 1.081
7 N 0.39 1.14 0.53  C3 1.503, C4 1.577, H13 1.058, H17 1.049
8 H -0.44 -1.75 -1.12  C1 1.052
9 H 1.89 1.20 -1.14  C3 1.078
10 H 0.11 1.18 -1.70  C3 1.109
11 H -3.26 -0.47 1.19  C5 1.064
12 H -3.42 0.86 0.08  C5 1.059
13 H -0.49 1.74 0.49  N7 1.058
14 H 2.47 -1.22 -0.50  C6 1.125
15 H 1.30 -2.00 0.88  C6 1.157
16 H 2.35 -0.62 1.14  C6 1.081
17 H 0.99 1.51 1.31  N7 1.049

total charge	+1
largest force on an atom	3.24	eV/A
SMILES string	C=C=C[C@@]1(C)C[NH2+]1
DFT total energy	-288.99904	hartree
E_HOMO	-0.5121	hartree
orbital gap	10.6	eV